No. 1
Formula: C6H17NO3
Source: OMol25
Level of theory: ωB97M-V/def2-TZVPD

Values from the calculation:
electronic energy	-14128.599	eV
energy above the lowest of the compared OMol25 structures with the same formula, charge and spin	69.2	kcal per mole
maximum force	0.0444	hartree/bohr
Kohn-Sham gap	10.18	eV
total charge	0

Last column: natural (NBO) charge in e.
Atoms and positions in Å:
N  -2.87  -1.07  0.33  -0.823
C  -1.70  -0.46  -0.41  -0.230
C  -1.13  -1.47  -1.44  -0.417
C  0.29  -1.90  -1.12  -0.436
C  1.18  -0.74  -0.70  -0.178
C  1.73  0.05  -1.60  -0.220
C  2.25  1.44  -1.34  -0.095
O  1.67  2.01  -0.16  -0.731
H  -2.57  -1.91  0.81  0.337
H  -3.42  -1.51  -0.40  0.336
H  -2.22  0.40  -0.83  0.195
H  -1.02  -0.07  0.34  0.196
H  -1.07  -0.93  -2.38  0.207
H  -1.76  -2.32  -1.49  0.205
H  0.75  -2.43  -1.97  0.210
H  0.32  -2.74  -0.42  0.203
H  1.17  -0.66  0.37  0.201
H  1.78  -0.24  -2.64  0.199
H  3.30  1.46  -1.07  0.203
H  2.01  2.09  -2.18  0.172
H  0.71  1.91  -0.11  0.466
O  -2.33  1.45  2.59  -0.944
H  -2.41  0.68  3.16  0.469
H  -3.16  1.45  2.11  0.476
O  1.88  0.20  2.45  -0.936
H  1.47  0.58  3.23  0.469
H  1.31  0.45  1.72  0.468

No. 2
Formula: C23H44NP3RhS
Source: OMol25
Level of theory: ωB97M-V/def2-TZVPD

Values from the calculation:
2S+1	5
electronic energy	-67735.666	eV
energy above the lowest of the compared OMol25 structures with the same formula, charge and spin	47.7	kcal per mole
maximum force	0.0546	hartree/bohr
Kohn-Sham gap (alpha / beta)	6.55 / 4.38	eV
total charge	+3

Last column: Mulliken spin population.
Atoms and positions in Å:
Rh  -1.13  -0.45  0.24  1.433
P  0.89  -1.52  -0.26  0.144
P  -0.75  0.57  -2.68  0.074
P  -1.19  -0.83  2.39  0.251
H  -7.22  0.60  0.35  -0.003
C  -6.53  0.76  1.20  0.018
C  -5.57  1.70  1.24  0.011
H  -5.68  2.57  0.57  0.000
C  0.65  -3.30  -0.70  -0.017
C  2.28  -1.08  -1.43  0.026
C  2.08  -1.62  1.16  0.002
C  -1.92  1.76  -3.42  0.017
C  0.86  1.39  -2.69  0.011
C  -0.66  -1.05  -3.52  0.006
C  -2.67  -0.18  3.25  -0.008
C  0.15  -0.05  3.39  0.028
C  -1.12  -2.63  2.73  -0.010
H  -6.68  0.10  2.06  0.001
H  -4.78  1.72  1.99  -0.005
H  1.63  -3.79  -0.86  0.002
H  0.04  -3.39  -1.61  0.001
H  0.11  -3.81  0.11  -0.002
H  3.16  -1.73  -1.25  0.001
H  2.57  -0.04  -1.26  -0.010
H  1.98  -1.19  -2.47  -0.001
H  2.88  -2.34  0.93  0.001
H  1.57  -1.90  2.08  -0.003
H  2.52  -0.62  1.30  0.000
H  -1.41  2.31  -4.22  0.008
H  -2.18  2.45  -2.60  -0.001
H  -2.84  1.26  -3.75  0.003
H  1.56  0.95  -3.42  0.005
H  1.32  1.35  -1.69  0.023
H  0.76  2.45  -2.95  -0.001
H  -0.86  -0.92  -4.60  0.000
H  -1.41  -1.75  -3.12  -0.004
H  0.34  -1.53  -3.44  -0.002
H  -2.80  -0.59  4.27  0.005
H  -3.58  -0.39  2.68  -0.005
H  -2.57  0.91  3.36  -0.003
H  0.27  -0.50  4.38  0.008
H  -0.09  1.01  3.54  0.004
H  1.12  -0.10  2.88  -0.007
H  -1.42  -2.84  3.76  0.004
H  -0.12  -3.06  2.58  0.002
H  -1.80  -3.14  2.03  0.004
C  -4.13  0.17  -0.87  0.084
C  -4.54  -1.16  -0.72  0.065
C  -5.05  -1.84  -1.84  -0.037
C  -5.55  -1.11  -2.92  0.146
C  -5.42  0.28  -2.89  -0.036
C  -4.71  0.93  -1.90  0.087
S  -3.03  1.01  0.15  0.608
H  -1.51  0.60  -1.29  0.049
H  -4.42  -1.60  0.27  0.004
H  -5.11  -2.92  -1.87  0.000
H  -6.03  -1.59  -3.77  0.003
H  -5.87  0.91  -3.66  0.002
H  -4.61  2.02  -1.84  -0.005
N  1.16  2.84  0.65  0.338
C  2.45  2.52  0.93  0.173
C  2.87  2.11  2.23  0.152
C  4.15  1.58  2.41  -0.007
C  5.05  1.55  1.34  0.254
C  4.64  1.90  0.04  -0.007
C  3.38  2.47  -0.14  0.140
H  0.43  2.70  1.32  -0.028
H  0.91  3.20  -0.25  -0.011
H  2.16  2.14  3.07  0.006
H  4.47  1.25  3.41  0.001
H  6.08  1.23  1.50  0.002
H  5.32  1.80  -0.81  0.001
H  3.05  2.79  -1.14  0.004

No. 3
Formula: C5H8O
Source: OMol25
Level of theory: ωB97M-V/def2-TZVPD

Values from the calculation:
electronic energy	-7361.478	eV
energy above the lowest of the compared OMol25 structures with the same formula, charge and spin	17.9	kcal per mole
maximum force	0.0107	hartree/bohr
Kohn-Sham gap	10.21	eV
total charge	0

Last column: natural (NBO) charge in e.
Atoms and positions in Å:
O  2.11  -0.15  -0.29  -0.716
C  0.84  -0.07  0.35  0.114
C  0.02  1.17  -0.07  -0.473
C  -1.39  0.64  -0.10  -0.186
C  -1.41  -0.69  -0.08  -0.188
C  -0.03  -1.27  -0.07  -0.457
H  2.63  0.61  -0.02  0.467
H  0.97  -0.06  1.43  0.159
H  0.12  2.03  0.62  0.207
H  0.34  1.50  -1.06  0.217
H  -2.26  1.30  -0.14  0.210
H  -2.31  -1.30  -0.12  0.211
H  0.28  -1.62  -1.07  0.223
H  0.09  -2.10  0.63  0.213